A gas-phase ion, C4H11N2O (charge -1). Source: the Open Molecules 2025 dataset; level of theory: the ωB97M-V functional and the def2-TZVPD basis.

```
18
Properties=species:S:1:pos:R:3:lowdin_charge:R:1
N -1.338 -0.020 -2.904 -0.043
C -0.150 -0.152 -1.966 -0.244
N -0.452 0.463 -0.547 -0.066
C 0.773 0.685 0.321 -0.288
C 0.441 0.580 1.809 -0.194
C 0.412 -1.005 2.183 -0.615
O 0.127 -1.254 3.411 -0.334
H -1.714 1.003 -3.001 0.099
H -2.059 -0.634 -2.728 -0.009
H 0.599 0.526 -2.386 0.091
H 0.178 -1.171 -2.024 0.084
H -1.156 0.050 -0.021 0.035
H 1.155 1.676 0.132 0.076
H 1.515 -0.054 0.034 0.083
H 1.084 1.247 2.380 0.080
H -0.678 0.840 1.953 0.112
H -0.222 -1.403 1.406 0.052
H 1.486 -1.376 1.950 0.080
```

Output
SMILES = NCNCCC[O-]
E = -9352.2580 eV
total charge = -1
energy above the lowest of the compared OMol25 structures with the same formula, charge and spin = 51.5 kcal per mole
M = 103.14 g mol⁻¹
HOMO energy = -2.174 eV